No. 1
{
  "formula": "C26H49Cl2NO3P2RuS2Si",
  "method": "the ωB97M-V functional and the def2-TZVPD basis",
  "symbols": ["Ru", "Cl", "Cl", "S", "S", "P", "P", "Si", "O", "O", "O", "N", "C", "C", "C", "C", "C", "C", "C", "C", "C", "C", "C", "C", "C", "C", "C", "C", "C", "C", "C", "C", "C", "C", "C", "C", "C", "C", "H", "H", "H", "H", "H", "H", "H", "H", "H", "H", "H", "H", "H", "H", "H", "H", "H", "H", "H", "H", "H", "H", "H", "H", "H", "H", "H", "H", "H", "H", "H", "H", "H", "H", "H", "H", "H", "H", "H", "H", "H", "H", "H", "H", "H", "H", "H", "H", "H"],
  "positions_angstrom": [[0.655, -0.915, -1.767], [0.953, 1.630, -3.410], [1.656, -2.901, -6.323], [2.071, -1.326, -3.592], [-0.417, -0.116, 0.103], [-1.626, -1.652, -2.676], [0.573, -3.217, -0.686], [-0.420, 1.342, 1.839], [-0.998, 0.568, 3.149], [1.104, 1.766, 2.153], [-1.342, 2.597, 1.370], [3.452, -1.566, -0.765], [0.878, 0.924, -7.398], [-3.353, 0.421, 2.707], [1.405, -1.130, -6.260], [-1.162, -3.775, -0.923], [0.909, -3.479, 1.043], [5.166, 0.132, -1.773], [-1.490, 3.952, 1.915], [-0.440, 4.869, 1.305], [1.489, -0.485, -5.041], [1.178, 0.905, -5.001], [1.725, 1.058, 4.432], [3.320, 2.080, 2.815], [-2.362, -0.067, 4.997], [-3.131, -1.116, -1.847], [0.881, 1.603, -6.172], [1.069, -0.458, -7.436], [-1.657, -3.486, -2.322], [1.674, -4.417, -1.553], [4.233, -0.831, -1.159], [-2.160, -0.192, 3.475], [-2.875, 4.378, 1.482], [-1.286, 3.953, 3.448], [2.497, -0.239, 2.418], [-2.002, -1.462, -4.452], [-1.984, -1.644, 3.078], [2.135, 1.135, 2.960], [-2.758, 0.913, 5.269], [-4.316, 0.071, 3.053], [-1.336, -2.117, -5.076], [2.724, -4.067, -1.532], [-3.603, 3.668, 1.866], [-1.334, 4.985, 3.799], [-3.364, 1.497, 2.850], [0.539, 4.613, 1.692], [-2.839, -2.268, 3.454], [-1.243, -4.837, -0.695], [-0.292, 3.562, 3.707], [4.838, 1.180, -1.548], [-3.194, -0.037, -1.858], [-2.044, 3.377, 3.968], [-1.027, -3.909, -3.115], [-3.232, 0.246, 1.631], [-1.921, -0.447, -4.728], [0.590, 2.636, -6.084], [5.179, 0.025, -2.852], [1.554, -5.353, -1.009], [3.082, 3.081, 3.155], [-2.663, -3.829, -2.489], [-1.748, -3.219, -0.191], [1.378, -4.577, -2.617], [1.319, 1.993, 4.799], [0.975, 0.285, 4.617], [3.388, -0.598, 2.966], [2.732, -0.215, 1.339], [3.541, 2.164, 1.733], [-1.438, -0.280, 5.505], [-3.040, -1.770, -4.633], [-1.874, -1.754, 2.012], [2.597, 0.759, 5.038], [0.677, 1.469, -8.302], [-0.631, 5.922, 1.654], [-3.112, 5.384, 1.870], [0.262, -2.892, 1.720], [-3.115, -0.770, 5.323], [-3.057, -1.451, -0.832], [1.938, -3.114, 1.179], [-4.005, -1.545, -2.304], [-2.902, 4.337, 0.366], [-1.095, -2.075, 3.550], [4.220, 1.786, 3.355], [0.975, -1.033, -8.338], [-0.455, 4.887, 0.239], [1.700, -0.954, 2.592], [6.213, -0.020, -1.484], [0.902, -4.544, 1.255]],
  "e_homo_ha": [-0.361, -0.398],
  "fmax_ev_per_a": 2.116,
  "spin_multiplicity": 6,
  "de_lowest_kj_mol": 0.0,
  "charge": 1,
  "mol_weight_g_mol": 749.826,
  "gap_ev": [8.2, 6.5]
}

---

No. 2
{
  "formula": "C26H49F3N5O8S",
  "method": "the ωB97M-V functional and the def2-TZVPD basis",
  "symbols": ["S", "F", "F", "F", "O", "O", "O", "O", "O", "O", "O", "O", "N", "N", "N", "N", "N", "C", "C", "C", "C", "C", "C", "C", "C", "C", "C", "C", "C", "C", "C", "C", "C", "C", "C", "C", "C", "C", "C", "C", "C", "C", "C", "H", "H", "H", "H", "H", "H", "H", "H", "H", "H", "H", "H", "H", "H", "H", "H", "H", "H", "H", "H", "H", "H", "H", "H", "H", "H", "H", "H", "H", "H", "H", "H", "H", "H", "H", "H", "H", "H", "H", "H", "H", "H", "H", "H", "H", "H", "H", "H", "H"],
  "positions_angstrom": [[-1.436, -0.412, -0.194], [1.345, -0.221, -0.287], [0.176, 1.851, 0.035], [0.161, 0.768, -1.992], [-2.485, 0.666, 0.062], [-0.913, -0.876, 7.333], [-1.146, -1.026, -8.805], [3.800, 1.741, 3.171], [6.715, 4.091, 0.598], [-2.757, 1.252, -5.220], [-1.282, -0.754, 6.040], [-1.807, -1.099, -1.482], [4.234, 2.476, 0.157], [-2.282, -5.267, 0.221], [-0.821, -0.869, 2.543], [-0.712, 0.507, 2.539], [-2.221, -1.607, -5.922], [-4.148, 1.231, -5.508], [-2.366, 0.239, -4.289], [3.013, 2.036, 0.832], [-1.461, -0.787, -4.975], [-1.378, -2.443, -6.779], [5.749, 4.336, -0.428], [4.353, 3.933, 0.054], [0.164, 0.548, -0.556], [-4.000, 0.141, 4.525], [-4.174, -1.458, 4.708], [-0.100, -4.580, 6.335], [-3.285, 0.564, 3.109], [-0.318, -4.008, 5.174], [2.862, 2.395, 2.320], [7.638, 3.067, 0.255], [-1.025, -4.029, 2.511], [-1.291, -3.121, 1.215], [-0.542, -1.644, 3.769], [5.041, 2.419, 3.310], [-1.526, 0.299, -8.466], [-1.812, 1.197, 3.288], [-0.623, -3.243, 3.822], [-0.106, -0.941, 5.181], [-0.452, -1.725, -7.774], [-1.713, -3.902, -0.134], [-1.171, -1.531, 1.256], [8.133, 3.289, -0.695], [-5.296, -1.695, 4.826], [-1.790, 0.740, -3.505], [-0.826, 0.772, -7.772], [-3.438, 0.557, 5.436], [0.134, -2.497, -8.284], [5.446, 2.179, 4.297], [-0.849, -4.098, -0.867], [-3.227, -0.241, -3.811], [-2.594, -3.353, -0.665], [-3.017, -5.175, 0.946], [-5.076, 0.589, 4.512], [2.147, 2.412, 0.282], [-1.548, 0.888, -9.386], [8.397, 3.019, 1.039], [4.180, 4.412, 1.022], [-3.670, -2.025, 3.845], [-2.537, 0.306, -8.053], [0.277, -1.074, -7.279], [5.755, 2.053, 2.570], [6.008, 3.839, -1.370], [3.606, 4.303, -0.656], [-4.418, 0.325, -6.057], [0.326, 0.099, 4.869], [4.937, 3.505, 3.237], [-1.521, -5.899, 0.524], [0.039, -5.028, 7.387], [-1.014, -1.438, -4.216], [-3.367, -0.298, 2.356], [7.138, 2.095, 0.200], [5.754, 5.415, -0.612], [-2.057, -3.082, -7.355], [2.858, 3.477, 2.495], [-0.658, -0.242, -5.482], [-3.681, -1.760, 5.721], [-3.959, 1.418, 2.686], [-1.609, 1.244, 4.439], [-1.860, 2.315, 2.958], [-4.378, 2.095, -6.136], [5.031, 2.115, 0.677], [-4.738, 1.303, -4.589], [1.875, 2.038, 2.639], [-1.084, -5.172, 2.518], [0.717, -1.532, 5.727], [2.988, 0.944, 0.748], [-0.779, -3.112, -6.149], [-2.772, -0.997, -6.519], [0.211, 0.832, 2.881], [-0.092, -0.334, 7.470]],
  "e_homo_ha": -0.365,
  "fmax_ev_per_a": 7.369,
  "spin_multiplicity": 1,
  "charge": 1,
  "mol_weight_g_mol": 648.766,
  "gap_ev": 4.1
}

---

No. 3
{
  "formula": "C26H49N6",
  "method": "the ωB97M-V functional and the def2-TZVPD basis",
  "symbols": ["N", "N", "N", "N", "N", "N", "C", "C", "C", "C", "C", "C", "C", "C", "C", "C", "C", "C", "C", "C", "C", "C", "C", "C", "C", "C", "C", "C", "C", "C", "C", "C", "H", "H", "H", "H", "H", "H", "H", "H", "H", "H", "H", "H", "H", "H", "H", "H", "H", "H", "H", "H", "H", "H", "H", "H", "H", "H", "H", "H", "H", "H", "H", "H", "H", "H", "H", "H", "H", "H", "H", "H", "H", "H", "H", "H", "H", "H", "H", "H", "H"],
  "positions_angstrom": [[-4.964, 0.143, -2.124], [0.180, 2.850, 1.166], [1.282, 0.870, 2.806], [-4.426, -4.617, 0.691], [5.626, 1.728, 1.317], [-0.176, 0.940, -2.342], [0.439, 4.465, -1.657], [0.235, -0.200, 2.729], [-2.051, -1.580, -3.757], [2.987, -0.890, 2.000], [-2.927, -4.172, 4.125], [-1.246, 1.618, -0.634], [-3.396, -4.732, 1.189], [0.818, -1.533, 3.138], [4.109, -0.963, 3.044], [-0.443, 2.304, 0.365], [1.878, -1.944, 2.118], [-3.453, 2.034, 0.569], [-2.180, -5.226, 3.322], [-4.435, -2.212, -3.119], [2.467, 0.561, 1.915], [-2.679, 2.157, -0.734], [5.165, 1.349, 0.335], [-2.945, -2.566, -3.018], [-0.945, 3.215, -3.371], [-4.731, -0.894, -2.563], [0.081, 4.340, -3.133], [4.891, 1.605, -2.163], [-0.510, 1.943, -2.796], [4.486, 0.882, -0.874], [4.676, 3.110, -2.102], [-2.091, -4.880, 1.830], [0.001, -2.264, 3.193], [-0.342, 5.262, -3.531], [-5.050, -2.942, -2.590], [-1.577, -3.921, 1.700], [4.858, 3.538, -3.089], [0.867, 1.775, 2.468], [4.643, -0.194, -0.966], [1.403, -2.110, 1.140], [-2.149, -0.573, -3.345], [-0.630, 0.162, 3.298], [-0.043, -0.181, 1.664], [-1.160, 3.062, -4.429], [1.134, 5.279, -1.460], [-2.316, -1.528, -4.815], [-1.159, -5.342, 3.693], [-2.663, -6.199, 3.426], [2.333, -2.898, 2.412], [3.923, -0.277, 3.884], [-2.675, -2.617, -1.961], [-4.481, 2.362, 0.431], [-3.009, 2.636, 1.365], [-1.526, -5.635, 1.282], [-2.452, -3.191, 4.028], [-0.703, 1.664, -1.580], [-2.823, -3.574, -3.418], [4.280, 1.162, -2.951], [-3.179, 1.573, -1.502], [-2.650, 3.195, -1.073], [-3.957, -4.073, 3.780], [1.242, -1.471, 4.154], [5.058, -0.633, 2.609], [0.980, 4.126, -3.715], [-0.446, 4.624, -1.036], [5.355, 3.591, -1.399], [3.246, 1.280, 2.191], [-1.892, 3.469, -2.884], [-4.759, -2.207, -4.163], [3.433, -1.045, 1.004], [3.650, 3.356, -1.818], [-1.001, -1.868, -3.693], [2.121, 0.829, 0.909], [-1.270, 0.562, -0.346], [-2.947, -4.427, 5.183], [-3.493, 0.993, 0.899], [5.931, 1.379, -2.403], [3.414, 1.047, -0.719], [1.600, 0.971, 3.772], [0.911, 3.536, -1.331], [4.248, -1.967, 3.460]],
  "e_homo_ha": -0.413,
  "fmax_ev_per_a": 8.810,
  "spin_multiplicity": 1,
  "charge": 1,
  "mol_weight_g_mol": 445.720,
  "gap_ev": 9.0
}